1.
The following is a DFT calculation (wB97M-V/def2-TZVPD) of C6H9FN2O as an isolated structure.

For the HOMO energy, the calculation gives -7.50 eV. For the gap between HOMO and LUMO, the calculation gives 8.38 eV. For the energy relative to the best compared isomer or geometry (same formula, charge and spin), the calculation gives 2.077 eV.

```
19
Properties=species:S:1:pos:R:3:forces:R:3
C -0.65932 1.04045 0.58499 2.250 0.091 -0.017
C 0.11448 0.07202 -0.00195 4.711 0.218 1.874
C -1.88791 -0.20140 -0.58648 0.594 1.114 1.090
C -0.18649 2.27821 1.33089 0.761 -1.899 1.916
C 2.05276 -1.86311 -0.39462 -0.710 -1.316 -1.745
C 2.05491 -0.46616 0.12494 -5.267 0.749 1.294
N -1.93208 0.83426 0.20088 -1.286 -0.116 -0.475
N -2.99792 -0.58713 -1.18759 0.708 -3.612 -2.753
O -0.67443 -0.74965 -0.75192 -1.099 -0.089 -0.242
F 2.64195 0.43559 -0.64725 1.058 0.533 -0.485
H 0.82619 1.94504 1.82401 -1.898 1.110 -0.670
H -0.01359 3.06500 0.64704 0.429 0.813 -0.844
H -0.91971 2.70683 2.08274 0.860 -1.000 -0.686
H 2.44661 -2.57649 0.34306 -0.266 0.206 -0.195
H 0.98917 -2.19727 -0.75368 2.140 0.530 0.817
H 2.71404 -1.92946 -1.30565 -0.578 0.130 0.891
H 2.31839 -0.35243 1.21595 -0.235 0.111 -1.304
H -3.73921 -0.06582 -0.91092 -2.684 1.561 0.686
H -3.14785 -1.38847 -1.81443 0.511 0.867 0.846
```
Positions in Å, forces in eV/Å.

2.
The following is a DFT calculation (wB97M-V/def2-TZVPD) of C38H55BN6O6S3SiV as an isolated structure.

For the HOMO energy (spin up / spin down), the calculation gives 0.43 / 0.52 eV. The expectation value of S² is 4.180. As for the charge: -2. For the gap between HOMO and LUMO (spin up / spin down), the calculation gives 3.46 / 3.35 eV. As for the spin multiplicity: 4. For the energy relative to the best compared isomer or geometry (same formula, charge and spin), the calculation gives 4.871 eV.

```
111
Properties=species:S:1:pos:R:3:forces:R:3
V 0.34319 -0.26822 0.22328 1.266 -0.121 0.073
N -0.23890 -0.85206 3.49881 -2.694 -0.426 -0.331
C 0.94554 -1.20389 3.11091 1.092 0.924 -2.548
S -1.85693 -1.06699 0.42547 -1.069 0.257 0.124
N 0.24733 1.24484 1.31734 -0.652 1.316 2.061
N -0.02146 1.96412 2.28464 0.422 -1.505 -2.173
C 0.47089 2.95538 2.98435 1.173 -0.048 -2.509
C -0.14945 3.38624 4.14189 -0.038 1.745 2.284
C 0.22468 4.60097 4.82849 -0.100 -0.116 -0.105
C -0.06057 4.79250 6.19563 0.375 -0.546 -0.012
C -0.79099 3.76944 6.88288 1.203 2.017 -0.439
C -1.37282 2.79617 6.13798 -0.687 -1.790 0.007
C -1.09424 2.49385 4.76462 -0.749 0.874 0.451
O -1.66831 1.54583 4.15574 0.092 -0.357 0.463
H -1.11169 -0.87664 2.88078 1.659 0.212 0.727
H -0.31985 -0.58110 4.45967 -0.512 0.598 -0.019
H 1.35332 3.46611 2.55847 -0.227 -0.060 0.236
H 0.75250 5.45122 4.29340 -0.357 -1.380 0.466
H 0.43127 5.62780 6.73215 -0.533 -0.488 -0.299
H -0.80607 3.78514 7.96934 -0.445 0.049 -0.038
H -2.03937 2.05328 6.58781 0.218 0.131 0.153
C -2.83055 4.99340 -2.25420 -1.227 2.428 0.301
C -2.80206 3.67381 -1.58460 -0.778 -3.129 -0.479
C -2.55707 3.68394 -0.11490 0.816 -0.957 0.360
C -4.13649 2.84407 -1.70175 0.579 0.653 -0.672
O -1.86747 2.73015 -2.28553 -0.144 1.692 0.439
Si -0.29034 2.54868 -2.70263 0.652 -3.343 2.087
S 0.66274 0.76387 -1.86965 -1.728 1.549 -1.020
O 0.82069 3.64261 -2.44528 0.707 2.293 0.969
C 2.24000 3.86906 -2.29626 -1.228 0.225 0.388
C 3.04597 2.70399 -2.80354 -2.121 -1.950 1.903
C 2.50732 5.10329 -3.15510 0.542 -0.333 -0.239
C 2.53087 4.19632 -0.78663 -2.041 -1.939 -1.081
O -0.12955 2.33911 -4.28004 -0.958 0.017 -3.815
C -0.89823 1.85425 -5.44783 -0.515 0.354 1.927
C -1.70533 0.66202 -4.92812 1.006 -0.385 -2.275
C 0.13425 1.50406 -6.47399 1.211 -0.063 -1.759
C -1.72515 2.95622 -6.04865 -0.916 0.045 0.376
H -2.68445 5.86189 -1.56209 -0.156 -0.826 -0.056
H -3.81186 5.21495 -2.73423 0.605 -0.339 0.060
H -2.05698 5.15912 -2.96277 0.681 -0.311 -0.860
H -3.40502 4.11298 0.41498 -0.164 -0.170 0.027
H -1.71103 4.29009 0.12795 0.857 0.217 0.360
H -2.37559 2.61396 0.16332 -0.085 1.075 0.308
H -4.98127 3.38353 -1.22779 0.431 -0.252 -0.179
H -3.92294 1.89081 -1.15320 -0.533 0.640 -0.905
H -4.33986 2.75250 -2.80072 -0.040 -0.467 0.965
H 2.72796 2.53271 -3.80094 -0.149 -0.633 -1.005
H 2.92550 1.76057 -2.14757 -0.204 1.557 -1.255
H 4.04360 2.91182 -2.75800 2.920 0.943 -0.138
H 2.46692 4.94422 -4.26273 -0.307 -0.203 0.917
H 3.56445 5.22669 -2.91430 0.117 1.166 -0.186
H 1.82290 5.92873 -2.87616 0.706 -0.293 -0.037
H 2.28446 3.22916 -0.20720 0.211 1.735 -0.597
H 1.84750 5.03008 -0.59270 0.171 -0.259 0.666
H 3.54373 4.47940 -0.64222 0.978 0.262 0.163
H -0.86840 -0.00273 -4.68262 -0.875 -0.600 0.434
H -2.39494 0.24857 -5.70920 0.781 0.112 0.407
H -2.30838 0.92375 -4.10621 -0.427 0.289 1.258
H 0.88495 0.90143 -5.98683 0.565 0.001 0.131
H 0.57822 2.46177 -6.88933 -0.115 -1.130 0.703
H -0.13641 0.91514 -7.40056 -0.537 0.550 1.101
H -2.40149 3.47748 -5.32354 0.570 -0.451 -0.729
H -2.25752 2.52568 -6.90569 -0.437 0.034 0.309
H -1.00915 3.59080 -6.51959 0.221 1.285 0.028
N 3.52688 -2.50082 2.42083 0.048 -0.281 2.018
C 3.17948 -3.20169 3.60413 0.604 -1.950 -1.223
C 3.38101 -4.64452 3.68699 -0.087 2.327 -0.109
C 2.53109 -5.36562 4.49743 0.167 0.096 -0.324
C 1.41343 -4.74222 5.05338 1.212 1.219 -0.255
C 1.41989 -3.35143 5.10284 -1.958 -0.584 1.898
C 2.40386 -2.58230 4.56417 0.722 0.287 -1.694
S 2.18823 -0.84055 4.34286 -0.131 -0.063 0.474
N 1.26644 -1.50839 1.83851 0.261 -0.387 2.931
C 2.51498 -2.00659 1.57230 -0.318 0.763 -2.463
C 2.86027 -1.90847 0.19497 0.461 -0.199 -0.422
C 4.18769 -2.10894 -0.30644 0.018 0.895 -1.352
C 4.49632 -1.80336 -1.63309 0.284 -0.406 1.445
C 3.42751 -1.70477 -2.48604 -0.749 0.415 -1.992
C 2.17432 -1.49537 -2.02038 -1.593 -1.440 0.668
N 1.90562 -1.50106 -0.69474 -0.710 -0.090 -0.426
H 4.20215 -3.00907 1.89499 0.292 -0.276 -0.345
H 4.09529 -5.08715 2.99799 -0.059 -0.179 0.240
H 2.69053 -6.41997 4.62770 -0.175 -0.429 -0.239
H 0.56995 -5.31953 5.28941 -0.926 -0.550 0.875
H 0.58805 -2.76025 5.53237 0.355 -0.782 -0.072
H 4.95217 -2.38421 0.35274 1.230 0.087 0.878
H 5.47320 -1.54267 -2.06026 0.019 -0.916 0.641
H 3.48224 -1.77940 -3.55809 0.617 0.334 -0.314
H 1.30375 -1.44255 -2.73750 1.196 0.133 1.208
C -1.30584 -5.94408 2.03148 0.029 0.520 0.700
C -1.37364 -5.01555 0.85353 0.613 1.009 -0.750
C -0.18490 -5.18009 -0.11398 0.383 0.586 0.150
O -1.16956 -3.62230 1.40244 -1.698 -1.724 -1.870
B -1.99135 -2.81936 0.54295 0.321 0.074 0.838
O -2.97882 -3.51491 -0.14213 0.616 -2.307 0.711
C -2.75736 -5.04974 0.08834 0.795 3.991 -1.742
C -2.69511 -5.54535 -1.39851 1.631 -1.360 1.614
C -3.94384 -5.57338 0.84951 -0.212 0.439 -0.197
H -0.37274 -5.78506 2.59009 -0.165 -0.018 -0.252
H -1.38781 -7.00030 1.76996 -0.185 0.003 -0.029
H -2.13528 -5.60612 2.67412 0.599 -0.555 0.216
H 0.64282 -4.83144 0.52653 0.132 -0.327 -0.581
H -0.23517 -4.47536 -0.98600 -0.061 -0.577 0.860
H 0.00225 -6.20331 -0.49115 -0.198 0.384 0.296
H -2.05617 -4.92779 -2.09509 -1.138 -0.620 0.916
H -3.69245 -5.78137 -1.68979 -0.858 0.642 -0.776
H -2.27302 -6.58133 -1.32158 0.161 0.597 -0.325
H -4.70050 -4.74299 0.93501 0.647 -1.083 -0.131
H -3.58185 -5.87474 1.83136 -0.843 -0.149 -0.106
H -4.30659 -6.43246 0.27086 -0.426 0.070 0.543
```
Positions in Å, forces in eV/Å.

3.
The following is a DFT calculation (wB97M-V/def2-TZVPD) of a 6-piece molecular cluster, C45H54Br2ClF13N2O13S overall.

For the HOMO energy, the calculation gives -8.60 eV. For the gap between HOMO and LUMO, the calculation gives 5.58 eV. Its SMILES is CCN(CCC1=C(N)C(=O)c2c(Cl)c(CCC(F)(F)C(F)(F)C(F)(F)C(F)(F)S(F)(F)(F)(F)F)cc([C@@H](Br)[C@@H](C)Br)c2C1=O)C(C)=O.O=C1CCCO1.O=C1CCCO1.O=C1CCCO1.O=C1CCCO1.O=C1CCCO1. For the energy relative to the best compared isomer or geometry (same formula, charge and spin), the calculation gives 21.603 eV.

```
131
Properties=species:S:1:pos:R:3:forces:R:3
C 7.29478 2.15411 2.56727 1.441 -0.035 0.171
C 6.65956 0.89104 1.73674 1.184 -0.121 1.246
N 5.16801 0.96590 1.49530 -0.474 2.166 0.385
C 4.90213 1.01466 0.00663 -1.598 1.068 -0.763
C 5.13765 -0.45601 -0.75407 -1.576 0.718 0.632
C 3.59794 -0.94613 -1.18621 -0.676 1.357 -3.017
C 3.05372 -0.35882 -2.47608 0.235 -1.766 3.155
N 3.82230 0.59514 -3.37041 -1.906 -2.853 0.115
C 1.49461 -0.79468 -2.89769 -0.617 -0.875 -3.550
O 1.14262 -1.02457 -4.16545 2.043 1.663 7.772
C 0.46402 -0.96040 -1.59056 -1.843 -0.012 1.877
C -1.10696 -0.46716 -1.70816 2.182 -1.987 3.787
Cl -1.75315 0.24067 -3.32438 0.984 -1.247 2.990
C -2.03450 -0.63129 -0.33899 2.146 -1.140 0.086
C -3.62187 -0.10521 -0.36583 1.537 0.257 0.752
C -3.81177 0.70357 1.08606 0.390 -1.128 -0.328
C -5.04863 1.77838 1.07624 -0.992 -3.799 0.966
F -5.90260 1.36589 2.25842 2.142 1.509 -3.263
F -5.87929 1.44336 -0.10142 2.106 1.891 3.194
C -4.67137 3.33796 1.30083 -1.053 1.545 4.021
F -3.37245 3.49856 2.06175 -3.986 -0.675 -3.064
F -5.67856 3.85162 2.31637 3.050 -1.356 -3.351
C -4.83192 4.37369 0.06565 -3.936 2.380 1.373
F -4.79324 5.75980 0.67766 0.718 -4.579 -2.479
F -6.28700 4.30065 -0.36073 4.786 -0.225 1.117
C -3.98079 4.18411 -1.27792 -3.866 0.554 -4.366
F -4.41714 5.30816 -2.19748 0.886 -3.859 3.502
F -4.34632 2.94998 -2.07409 0.762 3.941 3.596
S -2.13667 4.24340 -1.23101 5.937 1.261 -2.765
F -1.94436 2.77166 -0.38977 -1.050 3.216 -1.447
F -2.01110 5.22945 0.14347 -0.855 -2.558 -2.491
F -2.17382 5.70643 -2.18942 0.588 -2.896 2.348
F -2.12758 3.38814 -2.75421 0.262 1.690 3.372
F -0.42315 4.31751 -1.35512 -3.637 -0.298 0.420
C -1.43284 -1.30550 1.06842 2.794 0.204 -2.772
C 0.15271 -1.81042 1.19757 -1.410 1.913 -3.584
C 0.79434 -2.48029 2.56353 1.044 -1.038 -1.707
Br 0.24044 -1.49048 4.25847 0.283 -0.798 -1.478
C 0.44697 -4.11275 2.65860 -0.679 0.225 1.833
C -1.05951 -4.41532 3.24516 0.708 -0.965 -0.344
Br 0.54779 -5.03476 0.86268 -0.017 0.635 1.131
C 1.06978 -1.59188 -0.16502 -2.186 0.630 -0.163
C 2.69487 -1.98257 -0.23296 1.621 -2.878 0.998
O 3.23956 -3.04103 0.37167 -3.286 6.635 -3.349
C 4.57354 2.16095 2.22984 -0.466 5.741 -1.789
C 4.06836 2.09947 3.82300 -0.142 -0.545 0.008
O 4.44806 3.39078 1.65726 0.548 -7.662 2.985
H 8.47343 1.96911 2.60905 -2.495 0.307 -0.093
H 7.16507 3.19987 2.03801 -0.058 -2.303 1.094
H 6.95771 2.20174 3.70749 0.527 -0.101 -2.630
H 6.84749 -0.07477 2.39367 -0.098 1.873 -1.488
H 7.21359 0.82275 0.70080 -1.159 0.050 2.182
H 5.51457 1.88473 -0.48237 -1.313 -2.193 0.867
H 3.75445 1.32131 -0.11231 2.480 -0.793 0.206
H 5.63065 -1.20761 -0.00355 -0.931 1.340 -1.719
H 5.77519 -0.21658 -1.70557 -1.190 -0.889 1.866
H 3.17487 0.74477 -4.20226 1.281 -0.259 1.241
H 4.69837 0.11225 -3.71738 -1.378 0.744 0.529
H -4.39273 -0.98657 -0.36998 1.667 1.709 -0.321
H -3.70914 0.59769 -1.29657 -0.037 -1.471 1.846
H -4.04327 -0.16778 1.86939 0.141 2.348 -1.559
H -2.76658 1.12546 1.38158 -2.224 -0.293 -0.490
H -2.10179 -1.44149 2.04352 1.492 0.447 -2.491
H 1.98639 -2.43285 2.57857 -2.819 0.263 -0.409
H 1.27523 -4.64253 3.33396 -1.858 1.330 -1.581
H -1.24119 -5.58848 3.21466 0.407 2.662 0.021
H -1.84140 -3.91942 2.52966 1.389 -0.835 1.577
H -1.13863 -4.09399 4.36760 0.054 -0.323 -2.309
H 4.96355 2.10329 4.58363 -1.567 -0.096 -1.742
H 3.44522 1.12508 4.03299 1.307 1.805 -0.577
H 3.38790 3.02510 4.11143 1.579 -1.873 -1.137
O -5.20637 -1.61154 6.45690 -0.855 1.843 0.534
C -5.90396 -0.61484 6.54706 1.128 -2.008 -0.019
O -5.85065 0.27081 7.58483 0.348 -0.605 -0.370
C -6.87532 1.24963 7.41823 -0.274 0.569 0.385
C -7.20600 1.23315 5.94878 -0.414 0.632 -0.569
C -6.96728 -0.20732 5.57266 -0.087 0.354 -0.410
H -7.73157 0.96832 8.04021 0.070 0.008 -0.024
H -6.50750 2.22740 7.74272 0.066 -0.290 0.116
H -8.21984 1.57982 5.73176 0.152 0.015 0.089
H -6.50447 1.87613 5.40340 -0.140 -0.065 0.087
H -7.85619 -0.82309 5.73540 0.141 -0.085 -0.088
H -6.61479 -0.29992 4.54281 -0.115 -0.334 0.212
O -2.85380 6.30685 -8.48439 0.343 -0.204 2.026
C -2.94477 6.10270 -7.28513 0.272 0.118 -2.264
O -1.88171 6.05395 -6.42972 -0.328 0.207 -0.810
C -2.34293 5.68846 -5.12992 0.360 -0.116 0.669
C -3.80594 6.04650 -5.11176 -0.654 0.087 0.687
C -4.21805 5.82474 -6.54508 -0.348 0.268 0.331
H -2.17575 4.61547 -4.98886 0.011 0.097 -0.018
H -1.77897 6.23792 -4.37054 0.080 -0.148 -0.402
H -4.38419 5.45837 -4.39420 0.196 0.135 -0.209
H -3.92541 7.10615 -4.85512 0.030 -0.164 0.015
H -4.51816 4.78899 -6.72663 -0.030 0.114 -0.135
H -5.00840 6.51592 -6.84679 0.114 -0.329 -0.267
O -2.91620 -7.07727 3.12187 -0.271 -0.126 -1.866
C -2.91304 -7.45894 1.96321 -0.260 0.422 1.810
O -3.54675 -6.81570 0.93909 0.261 0.076 0.960
C -3.42614 -7.59552 -0.24966 -0.189 -0.059 -0.736
C -2.22642 -8.47849 -0.02610 0.577 -0.398 -0.605
C -2.26145 -8.71249 1.46300 0.405 -0.118 -0.289
H -4.34735 -8.17209 -0.38418 0.018 0.065 0.032
H -3.29200 -6.93548 -1.11162 -0.148 0.053 0.268
H -2.25407 -9.39943 -0.61454 0.029 0.207 0.013
H -1.31127 -7.93501 -0.29094 -0.193 -0.157 -0.022
H -2.88730 -9.56992 1.72559 0.086 0.067 0.161
H -1.25606 -8.82574 1.87506 -0.326 -0.075 0.228
O 7.04988 2.87597 -0.56965 0.258 1.873 -1.249
C 7.14633 3.91998 -1.19329 -0.208 -1.509 0.580
O 6.18836 4.40379 -2.03734 0.378 -0.746 0.773
C 6.67857 5.58175 -2.67600 -0.222 0.541 -0.551
C 7.77130 6.09666 -1.77615 0.383 0.851 0.095
C 8.33712 4.82999 -1.18556 0.143 0.450 0.253
H 7.05120 5.31114 -3.66952 -0.046 -0.007 0.070
H 5.86641 6.30608 -2.78720 -0.007 -0.340 -0.005
H 8.51279 6.70312 -2.30298 -0.168 -0.061 0.024
H 7.33633 6.71127 -0.97861 0.062 -0.077 -0.165
H 9.11937 4.40039 -1.81749 -0.019 -0.090 0.163
H 8.70426 4.99031 -0.16924 0.083 -0.377 -0.189
O 0.64546 -9.24520 -1.77353 0.503 1.902 -0.231
C 1.21022 -8.21729 -2.10911 -1.084 -1.781 0.354
O 0.71464 -6.96262 -1.89841 -0.113 -0.913 0.205
C 1.57887 -6.00837 -2.51347 0.091 0.888 -0.195
C 2.90962 -6.70215 -2.64270 0.862 0.324 -0.081
C 2.51279 -8.14242 -2.84660 0.524 0.101 0.094
H 1.15810 -5.73177 -3.48590 -0.004 -0.032 0.074
H 1.64443 -5.11329 -1.88806 -0.230 -0.184 -0.035
H 3.52808 -6.30023 -3.44961 -0.128 0.030 0.132
H 3.47113 -6.60516 -1.70551 -0.095 0.052 -0.153
H 2.33976 -8.37137 -3.90180 -0.010 -0.149 0.112
H 3.24885 -8.82599 -2.41723 -0.327 -0.160 -0.244
```
Positions in Å, forces in eV/Å.

4.
The following is a DFT calculation (wB97M-V/def2-TZVPD) of a 2-piece molecular cluster, C3H12NO overall.

For the HOMO energy, the calculation gives -14.74 eV. As for the charge: +1. For the gap between HOMO and LUMO, the calculation gives 11.48 eV. For the energy relative to the best compared isomer or geometry (same formula, charge and spin), the calculation gives 1.606 eV.

```
17
Properties=species:S:1:pos:R:3:forces:R:3
C 2.48760 -1.16023 0.32199 -2.018 -1.437 2.096
O 2.06589 0.21661 0.48230 0.169 -0.673 -1.328
H 3.18260 -1.45144 1.09698 1.009 0.426 -0.338
H 2.69406 -1.54935 -0.66443 0.462 0.633 -0.341
H 1.63952 -1.78833 0.68141 0.038 0.385 -0.482
H 2.43862 0.63485 -0.30262 0.067 0.572 0.284
C -1.30378 1.02249 -1.25175 0.320 2.301 -1.807
N -0.81169 0.66165 0.06168 -1.435 -0.718 1.803
C -1.72887 -0.32083 0.77432 0.830 0.003 0.738
H -0.64937 1.77930 -1.71415 0.152 -0.282 0.389
H -2.26023 1.57386 -1.21716 0.194 -0.785 0.429
H -1.32950 0.23799 -1.98728 -0.179 -0.771 0.311
H 0.13334 0.25094 0.17210 0.388 0.526 -0.735
H -0.84410 1.46614 0.68899 0.457 0.292 -0.338
H -1.95396 -1.11489 0.06411 0.109 -0.172 0.399
H -1.10925 -0.60972 1.65886 -0.885 -0.378 -0.710
H -2.65088 0.15097 1.13463 0.324 0.079 -0.369
```
Positions in Å, forces in eV/Å.